{"formula": "C52H80AgN2Sb2Si4", "method": "wB97M-V/def2-TZVPD", "species": ["Ag", "C", "Sb", "C", "C", "C", "C", "C", "C", "N", "Si", "C", "C", "C", "C", "C", "C", "C", "C", "C", "N", "Si", "C", "C", "C", "Si", "C", "C", "C", "H", "H", "H", "H", "H", "H", "H", "H", "H", "H", "H", "H", "H", "H", "H", "H", "H", "H", "H", "H", "H", "H", "H", "H", "H", "H", "H", "H", "H", "H", "H", "H", "H", "H", "H", "H", "H", "H", "C", "Si", "C", "C", "C", "C", "C", "C", "C", "C", "H", "H", "H", "H", "H", "H", "H", "H", "H", "H", "H", "H", "H", "H", "H", "H", "H", "H", "H", "H", "H", "C", "C", "C", "C", "C", "C", "C", "Sb", "C", "C", "C", "C", "C", "C", "C", "C", "C", "C", "C", "C", "C", "C", "H", "H", "H", "H", "H", "H", "H", "H", "H", "H", "H", "H", "H", "H", "H", "H", "H", "H", "H", "H", "H"], "positions_angstrom": [[0.3254, 0.5380, 0.2446], [0.2886, -2.6595, 4.0349], [0.4225, -1.9961, 1.9633], [-0.2555, -0.0105, 2.3890], [-1.5752, 0.3271, 2.8745], [-2.7217, 0.3521, 2.0506], [-3.8937, 0.8884, 2.5229], [-3.9560, 1.3670, 3.8331], [-2.8080, 1.2776, 4.5957], [-1.6580, 0.7794, 4.1490], [1.0070, 0.8475, 3.4813], [1.4499, 0.2777, 5.2434], [0.7136, 2.7291, 3.4935], [2.7024, 0.7692, 2.5966], [-1.1501, -3.6545, 1.4161], [-1.6025, -3.2418, 0.0473], [-2.3842, -4.0639, -0.7841], [-2.6933, -3.6622, -2.0662], [-2.2291, -2.4351, -2.5265], [-1.4668, -1.6786, -1.6613], [-1.1646, -2.0662, -0.4196], [-0.0205, -5.1657, 1.1463], [0.8903, -4.9043, -0.4895], [-0.9290, -6.8288, 0.9649], [1.3152, -5.4542, 2.4548], [-2.5723, -4.1196, 2.5854], [-2.0373, -5.2361, 4.0285], [-3.9695, -5.1020, 1.7372], [-3.4966, -2.6939, 3.3843], [1.2346, -2.4849, 4.5462], [0.0588, -3.7209, 4.0884], [-0.4877, -2.0881, 4.5469], [-2.6322, -0.0067, 1.0323], [-4.7687, 0.9486, 1.8845], [-4.8639, 1.7944, 4.2367], [-2.7969, 1.6298, 5.6247], [0.5522, 0.0069, 5.8000], [1.9731, 1.0640, 5.7934], [2.1050, -0.5962, 5.2116], [-0.2359, 2.9941, 3.9564], [0.7014, 3.1079, 2.4677], [1.5137, 3.2390, 4.0384], [2.9373, -0.2454, 2.2645], [3.4967, 1.0906, 3.2794], [2.7234, 1.4350, 1.7314], [-2.7064, -5.0283, -0.4194], [-3.2814, -4.3018, -2.7135], [-2.4609, -2.0734, -3.5193], [-1.0844, -0.7006, -1.9450], [0.1977, -4.9418, -1.3341], [1.6663, -5.6542, -0.6532], [1.3697, -3.9232, -0.4901], [-1.4514, -6.8940, 0.0078], [-1.6640, -6.9855, 1.7569], [-0.2157, -7.6549, 1.0051], [1.9661, -4.5850, 2.5687], [1.9370, -6.2967, 2.1419], [0.8982, -5.6946, 3.4353], [-1.4193, -6.0839, 3.7239], [-2.9336, -5.6330, 4.5107], [-1.4844, -4.6751, 4.7829], [-3.6319, -6.0403, 1.2910], [-4.4485, -4.5100, 0.9543], [-4.7333, -5.3451, 2.4792], [-2.8332, -2.0302, 3.9393], [-4.2476, -3.0777, 4.0799], [-4.0100, -2.0921, 2.6360], [-1.9779, 3.6139, 0.4984], [-1.1969, 2.5262, -0.8967], [-0.0489, 3.8414, -1.8417], [0.6155, 3.1909, -3.0582], [-0.7305, 5.1372, -2.2820], [1.0628, 4.1907, -0.8431], [-2.8093, 2.1399, -1.9949], [-2.4390, 1.6768, -3.4076], [-3.5435, 0.9905, -1.2898], [-3.8004, 3.3031, -2.1025], [-2.4663, 4.5240, 0.1414], [-1.2052, 3.9003, 1.2168], [-2.7156, 3.0277, 1.0536], [-0.1042, 3.0054, -3.8567], [1.0567, 2.2308, -2.7761], [1.4077, 3.8345, -3.4654], [-1.5007, 4.9423, -3.0311], [0.0010, 5.8228, -2.7312], [-1.1920, 5.6473, -1.4331], [1.5409, 3.2736, -0.4787], [0.6599, 4.7227, 0.0229], [1.8237, 4.8277, -1.3125], [-1.6273, 0.9422, -3.3829], [-2.1162, 2.5205, -4.0210], [-3.3065, 1.2207, -3.9038], [-2.8981, 0.1158, -1.1864], [-4.4395, 0.7004, -1.8549], [-3.8575, 1.2982, -0.2882], [-3.3473, 4.1818, -2.5638], [-4.1710, 3.5862, -1.1156], [-4.6628, 3.0064, -2.7146], [5.3964, 1.7705, 0.3748], [5.9602, 0.9302, -0.7401], [7.3337, 0.9182, -0.9774], [7.8799, 0.1576, -1.9986], [7.0470, -0.5947, -2.8141], [5.6813, -0.5913, -2.5815], [5.1269, 0.1563, -1.5478], [2.9707, -0.1095, -1.2023], [3.5894, -2.1954, -0.9279], [4.1815, -2.2969, 0.3308], [4.7803, -3.4627, 0.7732], [4.8051, -4.5669, -0.0640], [4.2284, -4.4777, -1.3179], [3.6125, -3.3101, -1.7698], [2.9748, -3.3360, -3.1310], [2.4858, 0.2168, -3.3032], [1.5101, -0.5853, -3.8913], [1.1170, -0.4051, -5.2075], [1.6798, 0.6193, -5.9500], [2.5892, 1.4751, -5.3504], [2.9945, 1.3041, -4.0280], [3.9122, 2.3396, -3.4305], [6.1229, 2.5029, 0.7266], [5.1082, 1.1456, 1.2230], [4.5007, 2.3012, 0.0459], [7.9868, 1.5189, -0.3537], [8.9509, 0.1550, -2.1608], [7.4600, -1.1819, -3.6252], [5.0348, -1.1764, -3.2249], [4.1980, -1.4288, 0.9837], [5.2252, -3.5069, 1.7594], [5.2677, -5.4916, 0.2586], [4.2460, -5.3433, -1.9717], [3.3552, -4.1752, -3.7139], [3.1577, -2.4203, -3.6866], [1.8919, -3.4571, -3.0347], [1.0387, -1.3661, -3.3060], [0.3711, -1.0561, -5.6476], [1.3838, 0.7778, -6.9796], [2.9825, 2.3149, -5.9126], [3.8454, 3.2663, -4.0005], [4.9512, 2.0098, -3.4433], [3.6371, 2.5567, -2.3961]], "lumo_energy_ev": 2.34, "total_charge": -1, "de_lowest_ev": 1.241}

=====

{"formula": "C6H6OS", "method": "wB97M-V/def2-TZVPD", "species": ["C", "C", "C", "C", "C", "C", "O", "S", "H", "H", "H", "H", "H", "H"], "positions_angstrom": [[0.1423, 1.6334, -0.0299], [1.5600, 1.7638, 0.1066], [-0.5597, 0.4795, -0.1675], [0.1171, -0.8200, 0.0571], [2.5139, 0.8519, 0.1872], [-0.4846, -2.0151, -0.1823], [3.9616, -1.1336, 0.6336], [3.7029, -0.0963, -0.3380], [-0.2453, 2.6606, 0.0216], [1.6657, 2.8506, 0.4099], [-1.6938, 0.3072, -0.2298], [1.0164, -0.5350, 0.7104], [-0.0913, -2.8592, 0.2015], [-1.3626, -2.2968, -0.7419]], "lumo_energy_ev": -0.72, "de_lowest_ev": 4.114}

=====

{"formula": "C3H6ClN2", "method": "wB97M-V/def2-TZVPD", "species": ["C", "C", "C", "N", "N", "Cl", "H", "H", "H", "H", "H", "H"], "positions_angstrom": [[1.6450, -0.7532, 0.3723], [-1.0102, -0.1553, 0.0125], [-2.1133, 0.8625, 0.0165], [0.0455, 0.4104, 0.3064], [2.6342, -0.8899, -0.3922], [-1.3051, -1.7085, -0.4964], [1.7216, -0.9820, 1.4325], [-3.0250, 0.5809, 0.5541], [-2.3649, 0.8781, -1.0884], [-1.8754, 1.7318, 0.5047], [3.4390, -1.3314, 0.0015], [2.5777, -0.6210, -1.3911]], "lumo_energy_ev": -5.16, "total_charge": 1, "de_lowest_ev": 3.476}

=====

{"formula": "C39H28BrCl5I2N5O4Rb", "method": "wB97M-V/def2-TZVPD", "species": ["Rb", "Cl", "C", "C", "C", "Cl", "C", "Cl", "C", "Cl", "C", "Cl", "C", "C", "C", "C", "C", "C", "N", "N", "C", "C", "C", "C", "C", "N", "H", "H", "H", "H", "H", "H", "H", "H", "H", "I", "C", "I", "H", "H", "Br", "C", "C", "N", "C", "C", "C", "C", "O", "O", "H", "H", "H", "C", "C", "C", "C", "C", "C", "N", "C", "C", "C", "C", "C", "C", "C", "O", "O", "C", "C", "H", "H", "H", "H", "H", "H", "H", "H", "H", "H", "H", "H", "H", "H"], "positions_angstrom": [[0.8145, -0.1065, -0.0044], [2.1215, 3.0272, 0.9674], [2.4704, 3.3278, -0.7602], [1.9562, 2.4599, -1.6936], [2.2639, 2.7819, -2.9949], [1.6686, 1.7242, -4.2944], [3.0209, 3.8861, -3.3816], [3.3586, 4.2484, -5.0465], [3.5211, 4.7262, -2.3866], [4.4788, 6.1093, -2.8108], [3.2489, 4.4472, -1.0474], [3.8815, 5.4886, 0.1872], [-2.3942, 4.8429, 2.3948], [-2.2532, 4.2958, 3.6639], [-1.6510, 3.0585, 3.8256], [-1.1828, 2.3765, 2.7067], [-1.2990, 2.9304, 1.4376], [-1.9198, 4.1592, 1.2840], [-0.5517, 1.1002, 2.7926], [-0.8759, 0.4350, 3.7844], [-0.2505, -0.8554, 3.8232], [-0.1815, -1.4810, 5.0609], [0.4261, -2.7237, 5.1228], [0.9012, -3.2946, 3.9526], [0.7494, -2.5977, 2.7613], [0.1901, -1.3909, 2.6977], [-2.8697, 5.8086, 2.2736], [-2.6122, 4.8384, 4.5302], [-1.5357, 2.6149, 4.8048], [-0.9315, 2.3779, 0.5870], [-2.0255, 4.5834, 0.2941], [-0.5938, -0.9826, 5.9273], [0.5189, -3.2452, 6.0675], [1.3773, -4.2661, 3.9481], [1.0733, -3.0213, 1.8164], [0.2174, -3.1675, -5.1696], [0.3898, -1.8333, -3.5078], [-1.4322, -1.0627, -2.7285], [1.0080, -1.0075, -3.8411], [0.8887, -2.3849, -2.7166], [7.4970, -4.0613, 2.5797], [5.9631, -4.3229, 1.4837], [5.7497, -5.5671, 0.9142], [4.6957, -5.8253, 0.1455], [3.8282, -4.8346, -0.0662], [3.9708, -3.5564, 0.4614], [5.0724, -3.2919, 1.2582], [2.9409, -2.4583, 0.1887], [3.1989, -1.3324, 0.6551], [1.9166, -2.8035, -0.4485], [6.4534, -6.3737, 1.0864], [2.9626, -5.0367, -0.6851], [5.1937, -2.2958, 1.6638], [-7.4123, -2.9555, -4.9153], [-7.4943, -2.6628, -3.4371], [-8.3635, -3.4218, -2.6500], [-8.4350, -3.1957, -1.2873], [-7.6584, -2.2160, -0.6903], [-6.7945, -1.4343, -1.4626], [-5.9812, -0.4480, -0.9437], [-5.8107, -0.1080, 0.3992], [-6.8946, 0.0175, 1.2728], [-6.7028, 0.3767, 2.5968], [-5.4253, 0.6257, 3.0761], [-4.3499, 0.5243, 2.2057], [-4.5133, 0.1767, 0.8702], [-3.2650, 0.1582, -0.0220], [-3.4707, 0.2182, -1.2714], [-2.1588, 0.1221, 0.5358], [-6.7148, -1.6663, -2.8571], [-5.7512, -0.8347, -3.6597], [-8.0741, -3.7818, -5.1754], [-6.3984, -3.2280, -5.2156], [-7.7020, -2.0917, -5.5182], [-8.9663, -4.1951, -3.1121], [-9.0916, -3.7978, -0.6696], [-7.6983, -2.0836, 0.3815], [-5.0914, -0.2728, -1.4349], [-7.8964, -0.1451, 0.8966], [-7.5613, 0.4702, 3.2527], [-5.2638, 0.9023, 4.1108], [-3.3398, 0.7110, 2.5414], [-5.8791, 0.2289, -3.4431], [-5.8760, -0.9771, -4.7305], [-4.7122, -1.0705, -3.4095]], "lumo_energy_ev": 3.43, "total_charge": -2, "de_lowest_ev": 0.748}

=====

no.,energy (a.u.)
1,-3924.495191
2,-705.475078
3,-687.232616
4,-7572.334968